A.
Entry from the OMol25 dataset: one molecule with the formula C5H6N2 (the ωB97M-V functional and the def2-TZVPD basis).

Positions of all 13 atoms, in Å:
C1 -2.2343 0.2558 -0.0397
C2 -1.2516 -0.6914 -0.0333
C3 0.7060 1.0165 -0.0650
C4 2.0523 0.6919 -0.0019
C5 1.0920 -1.1809 -0.0630
H1 -1.9186 1.3520 -0.2086
H2 -3.3098 0.0694 0.3903
H3 -1.3824 -1.8077 0.0224
H4 0.2309 2.0446 0.1699
H5 2.8744 1.3810 -0.0770
H6 0.7365 -2.1866 -0.0689
N1 0.1338 -0.2650 -0.0739
N2 2.2708 -0.6796 0.0486

## Properties
Highest occupied orbital energy ... -8.982 eV
Net charge ... 0
SMILES ... C=Cn1ccnc1



B.
Entry from the OMol25 dataset: one molecule with the formula C5H6N2 (the ωB97M-V functional and the def2-TZVPD basis).

Positions of all 13 atoms, in Å:
N1 3.2933 -0.3341 -0.2830
C1 2.1533 -0.3428 -0.4658
C2 0.7035 -0.3271 -0.6845
C3 -0.1179 -0.8239 0.5290
C4 -1.2792 0.1753 0.5046
C5 -0.6747 1.3774 -0.1465
N2 0.2159 1.0233 -0.9992
H1 0.5198 -0.9592 -1.5692
H2 0.4627 -0.7369 1.4565
H3 -0.4248 -1.8685 0.4109
H4 -2.1828 -0.1624 -0.0232
H5 -1.1825 2.3407 -0.2492
H6 -1.4865 0.6383 1.5197

## Properties
Highest occupied orbital energy ... -10.268 eV
Net charge ... 0
SMILES ... N#C[C@H]1CCC=N1



C.
Entry from the OMol25 dataset: one molecule with the formula C5H6N2 (the ωB97M-V functional and the def2-TZVPD basis).

Positions of all 13 atoms, in Å:
N1 2.2882 -1.7178 0.8375
C1 1.7360 -0.7143 0.6728
C2 0.9045 0.4883 0.5273
C3 0.1669 0.7800 -0.7974
C4 -1.1490 0.4707 0.0079
C5 -1.2418 -0.9748 -0.1342
N2 -0.3758 0.2375 1.1998
H1 1.4786 1.3553 0.8918
H2 0.4226 0.1249 -1.6360
H3 0.2108 1.8213 -1.0939
H4 -2.0090 1.1402 -0.0471
H5 -1.0943 -1.3404 -1.1604
H6 -1.2831 -1.7291 0.6277

## Properties
Highest occupied orbital energy (alpha / beta) ... -9.400 / -9.052 eV
Net charge ... 0



Stability check: which of them is least stable? C.



A.
Entry from the OMol25 dataset: C5H6N2 as an isolated structure (the ωB97M-V functional and the def2-TZVPD basis).

Positions of all 13 atoms, in Å:
N1 1.6725 -0.2592 1.1974
C1 1.4215 0.9329 0.8954
C2 1.4107 0.0812 -0.2667
C3 0.0336 -0.1822 -0.8510
C4 -0.9787 -0.9994 0.0036
C5 -1.5824 0.3674 0.1507
N2 -0.8118 1.0357 -0.6269
H1 2.2659 0.0343 -0.9395
H2 0.0938 -0.4583 -1.9070
H3 -1.6148 -1.6755 -0.5767
H4 -0.5850 -1.5147 0.8854
H5 -2.4430 0.7696 0.6887
H6 1.1176 1.8683 1.3466

## Properties
Highest occupied orbital energy ... -9.776 eV
Net charge ... 0



B.
Entry from the OMol25 dataset: one molecule with the formula C5H6N2 (the ωB97M-V functional and the def2-TZVPD basis).

Positions of all 13 atoms, in Å:
C1 1.7598 1.2102 -0.7384
C2 1.0341 0.9784 0.4665
C3 1.1566 0.7885 -1.7858
C4 -1.1467 0.0172 1.1755
C5 -1.1159 -1.4936 1.3102
N1 0.5806 0.4767 -2.7942
N2 -0.1475 0.6295 0.6647
H1 2.7511 1.4446 -0.4962
H2 -1.8545 0.5515 1.6298
H3 -0.6051 -1.9984 0.5629
H4 -2.1098 -1.7677 1.4061
H5 -0.4700 -1.8731 2.1061
H6 0.1674 1.0362 -3.5071

## Properties
Highest occupied orbital energy ... -7.313 eV
Net charge ... 0



Stability check: which of them is least stable? B.



A.
Entry from the OMol25 dataset: C5H6N2 as an isolated structure (the ωB97M-V functional and the def2-TZVPD basis).

Positions of all 13 atoms, in Å:
N1 2.3492 0.0264 1.6622
C1 1.8050 0.1425 0.6469
C2 1.1267 0.3165 -0.6193
C3 -0.0221 -0.5258 -1.0072
C4 -0.7631 -1.1931 0.1321
C5 -0.9719 0.6575 0.5297
N2 -0.2316 0.8933 -0.7075
H1 1.7624 0.7035 -1.4081
H2 -0.1018 -0.8831 -2.0343
H3 -1.7688 -1.4768 -0.1746
H4 -0.6009 -0.7623 1.1178
H5 -2.0299 0.8731 0.4620
H6 -0.5533 1.2283 1.4003

## Properties
Highest occupied orbital energy ... -8.364 eV
Net charge ... 0



B.
Entry from the OMol25 dataset: one molecule with the formula C5H6N2 (the ωB97M-V functional and the def2-TZVPD basis).

Positions of all 13 atoms, in Å:
N1 -1.9534 2.0746 -1.2194
C1 -0.8750 1.6638 -1.3220
C2 0.4847 1.2100 -1.3761
C3 0.7859 0.0369 -0.7985
C4 -0.1892 -0.2519 1.2730
C5 -0.2762 -1.6649 0.8258
N2 -0.2801 -0.5961 -0.1462
H1 1.2243 1.9218 -1.7191
H2 1.8248 -0.2833 -0.6774
H3 0.8186 0.0562 1.5543
H4 -0.9941 0.3770 1.6490
H5 0.5741 -2.3290 0.9707
H6 -1.2304 -2.1888 0.8664

## Properties
Highest occupied orbital energy ... -9.427 eV
Net charge ... 0
SMILES ... N#C/C=C\N1CC1



C.
Entry from the OMol25 dataset: C5H6N2 as an isolated structure (the ωB97M-V functional and the def2-TZVPD basis).

Positions of all 13 atoms, in Å:
C1 -1.5652 1.6674 0.3008
C2 1.7761 -1.2622 0.1252
C3 0.6776 -0.3191 -0.2327
N1 -0.2999 1.8786 -0.1903
C4 0.5578 0.9765 -0.0993
C5 -0.7091 -0.8735 -0.6391
N2 -1.1134 -1.8228 -1.1934
H1 -1.6845 0.3440 -0.2152
H2 -2.2092 2.5329 0.1462
H3 -1.6302 1.3496 1.3436
H4 2.5481 -0.7215 0.6736
H5 2.2322 -1.6744 -0.7751
H6 1.4197 -2.0754 0.7558

## Properties
Highest occupied orbital energy (alpha / beta) ... -8.911 / -8.911 eV
Net charge ... 0



D.
Entry from the OMol25 dataset: one molecule with the formula C5H6N2 (the ωB97M-V functional and the def2-TZVPD basis).

Positions of all 13 atoms, in Å:
C1 -1.1800 -1.2813 0.0073
C2 -1.1787 1.5426 0.1179
C3 -0.0694 0.8600 -0.1911
N1 1.2018 1.2807 -0.4863
C4 1.9506 0.2350 -0.1926
C5 1.2525 -0.9252 0.1949
N2 -0.0646 -0.5957 0.0463
H1 -2.0246 -0.8251 -0.4876
H2 -1.2356 -2.2782 0.4174
H3 -1.2719 2.5981 -0.0921
H4 -1.9870 1.0472 0.6400
H5 3.0283 0.2899 -0.2758
H6 1.5789 -1.9481 0.3019

## Properties
Highest occupied orbital energy (alpha / beta) ... -7.354 / -7.293 eV
Net charge ... 0



Stability check: which of them is least stable? A.



A.
Entry from the OMol25 dataset: C5H6N2 as an isolated structure (the ωB97M-V functional and the def2-TZVPD basis).

Positions of all 13 atoms, in Å:
N1 2.2060 -0.0570 1.2132
C1 1.1826 0.6189 1.0148
C2 1.3229 0.2436 -0.3447
C3 0.0893 -0.4180 -0.9412
C4 -0.9561 -0.9083 0.0932
C5 -1.2980 0.5590 0.0744
N2 -0.6186 0.9144 -0.9616
H1 1.9459 0.7594 -1.0663
H2 0.1906 -0.9467 -1.8991
H3 -1.7698 -1.4687 -0.3802
H4 -0.6181 -1.4340 0.9903
H5 -1.9485 1.2062 0.6617
H6 0.2718 0.9312 1.5454

## Properties
Highest occupied orbital energy ... -9.082 eV
Net charge ... 0



B.
Entry from the OMol25 dataset: C5H6N2 as an isolated structure (the ωB97M-V functional and the def2-TZVPD basis).

Positions of all 13 atoms, in Å:
C1 2.4533 0.0252 -0.5020
C2 1.5952 -0.6855 -1.2389
C3 -1.8181 -0.4431 0.3122
C4 -2.2564 0.7464 0.7507
C5 1.3720 0.3805 0.4505
N1 -0.6825 -0.7792 -0.3511
N2 0.4965 -0.3182 -0.2664
H1 3.4960 0.2652 -0.5598
H2 1.4936 -1.2734 -2.1223
H3 -2.5063 -1.2848 0.3019
H4 -1.6447 1.6342 0.7278
H5 -3.2629 0.8527 1.1082
H6 1.2644 0.8802 1.3892

## Properties
Highest occupied orbital energy (alpha / beta) ... -7.180 / -7.574 eV
Net charge ... 0



Stability check: which of them is least stable? B.



A.
Entry from the OMol25 dataset: one molecule with the formula C6H4O (the ωB97M-V functional and the def2-TZVPD basis).

Positions of all 11 atoms, in Å:
C1 1.0918 0.1273 0.4738
C2 1.7049 -0.9258 -0.5355
C3 1.2605 0.2048 -1.0604
C4 0.2611 1.0292 -0.4489
C5 -0.7417 0.2773 0.2701
C6 -1.2442 -1.0693 -0.1024
O1 -0.8601 -1.7068 -1.0527
H1 1.6189 0.5753 1.3120
H2 0.3363 2.1034 -0.3543
H3 -1.4408 0.8661 0.8869
H4 -1.9867 -1.4816 0.6115

## Properties
Highest occupied orbital energy ... -9.047 eV
Net charge ... 0



B.
Entry from the OMol25 dataset: one molecule with the formula C6H4O (the ωB97M-V functional and the def2-TZVPD basis).

Positions of all 11 atoms, in Å:
C1 1.3777 0.8104 2.0265
C2 0.4217 0.1580 1.2764
C3 -0.0874 -0.6233 0.3856
C4 -1.1647 -0.7378 -0.5379
O1 -2.3237 -0.9183 -0.1779
C5 -0.7817 -0.7039 -1.9495
C6 -0.4970 -0.6695 -3.1197
H1 1.1293 1.1487 3.0283
H2 -0.1715 1.1038 1.6099
H3 2.3484 1.0803 1.6178
H4 -0.2511 -0.6483 -4.1594

## Properties
Highest occupied orbital energy (alpha / beta) ... -8.603 / -8.602 eV
Net charge ... 0



Stability check: which of them is least stable? A.



A.
Entry from the OMol25 dataset: C6H4O as an isolated structure (the ωB97M-V functional and the def2-TZVPD basis).

Positions of all 11 atoms, in Å:
C1 -0.4260 0.7694 -1.3775
C2 0.5677 0.2460 -0.4128
C3 1.8702 0.1402 -0.1690
C4 1.5601 -0.5512 1.0714
O1 2.0867 -1.0463 2.0114
C5 -0.1066 -0.5523 0.9693
C6 -1.2722 -0.7787 1.2852
H1 0.1461 1.2165 -2.1959
H2 -1.0603 1.5357 -0.9209
H3 -1.0600 -0.0298 -1.7739
H4 -2.3056 -0.9494 1.5127

## Properties
Highest occupied orbital energy (alpha / beta) ... -8.779 / -8.781 eV
Net charge ... 0



B.
Entry from the OMol25 dataset: one molecule with the formula C6H4O (the ωB97M-V functional and the def2-TZVPD basis).

Positions of all 11 atoms, in Å:
C1 0.0031 -0.7377 -1.2144
C2 0.1628 -0.0699 0.0472
C3 -0.7620 -0.1226 1.2247
C4 -1.5333 -0.5428 2.1251
C5 0.7178 1.4046 -0.2106
C6 1.8041 2.2500 -0.4384
H1 0.8270 -0.2770 -1.7061
H2 0.8964 -0.5503 0.6427
H3 -1.7725 -0.6119 3.3926
H4 2.4747 3.1240 -0.3324
O1 -0.5975 -1.8468 -1.3998

## Properties
Highest occupied orbital energy ... -10.030 eV
Net charge ... 0
SMILES ... C#CC(C#C)C=O



C.
Entry from the OMol25 dataset: one molecule with the formula C6H4O (the ωB97M-V functional and the def2-TZVPD basis).

Positions of all 11 atoms, in Å:
C1 0.4871 -1.6042 -0.4870
C2 0.7607 -2.8133 -0.7675
C3 0.6835 0.8700 -0.1656
C4 0.0508 -0.3998 -0.0471
C5 1.8858 1.3070 0.0199
C6 -1.4191 -0.1966 0.2818
O1 2.8683 1.8592 0.3725
H1 -0.0467 1.5555 -0.4553
H2 -1.4888 -0.5435 1.3484
H3 -2.0927 -0.8788 -0.3038
H4 -1.6891 0.8445 0.2038

## Properties
Highest occupied orbital energy (alpha / beta) ... -9.652 / -9.651 eV
Net charge ... 0



Stability check: which of them is least stable? B.